No. 1
{"formula": "BrClH2N2", "method": "ωB97M-V/def2-TZVPD", "symbols": ["N", "N", "Cl", "Br", "H", "H"], "positions_angstrom": [[0.682, 0.582, -0.335], [-0.366, -0.754, 0.207], [-1.585, -1.215, -1.070], [-1.213, 0.103, 1.617], [1.481, 0.304, -0.955], [1.002, 0.980, 0.537]], "multiplicity": 3, "e_homo_ev": [-7.252, -10.285], "gap_ev": [7.40, 7.44], "charge": 0, "de_lowest_kj_mol": 217.7}

No. 2
{"formula": "C23H24CoN5OSbSe5", "method": "ωB97M-V/def2-TZVPD", "symbols": ["Co", "O", "C", "N", "C", "C", "C", "C", "C", "C", "N", "C", "C", "C", "C", "C", "N", "H", "H", "H", "H", "H", "H", "H", "H", "H", "H", "Se", "N", "C", "C", "C", "C", "C", "C", "N", "H", "H", "H", "H", "C", "C", "C", "C", "C", "H", "H", "H", "H", "H", "H", "H", "H", "H", "H", "Se", "Sb", "Se", "Se", "Se"], "positions_angstrom": [[-0.969, 0.227, -0.004], [2.971, 0.731, -0.831], [1.737, 0.624, -0.758], [0.997, 0.465, 0.341], [1.837, 0.471, 1.538], [1.403, -0.194, 2.826], [2.356, -0.977, 3.491], [2.050, -1.547, 4.712], [0.792, -1.332, 5.253], [-0.088, -0.539, 4.534], [0.206, 0.022, 3.367], [0.931, 0.705, -2.028], [1.527, 1.034, -3.236], [0.723, 1.145, -4.355], [-0.643, 0.931, -4.232], [-1.161, 0.606, -2.991], [-0.377, 0.482, -1.920], [2.072, 1.511, 1.806], [2.794, 0.023, 1.261], [3.322, -1.140, 3.030], [2.779, -2.161, 5.228], [0.496, -1.765, 6.200], [-1.086, -0.343, 4.913], [2.594, 1.204, -3.247], [1.152, 1.406, -5.315], [-1.310, 1.002, -5.081], [-2.214, 0.420, -2.839], [-1.528, 1.798, 1.680], [-1.394, 2.299, -0.044], [-0.315, 3.155, -0.090], [0.134, 3.768, -1.261], [1.260, 4.571, -1.228], [1.943, 4.775, -0.023], [1.513, 4.185, 1.150], [0.364, 3.372, 1.147], [-0.164, 2.782, 2.250], [-0.405, 3.586, -2.185], [1.625, 5.031, -2.139], [2.831, 5.397, -0.013], [2.045, 4.336, 2.083], [-1.192, -2.825, -1.620], [-0.628, -2.791, -0.212], [0.854, -3.229, -0.249], [-1.422, -3.737, 0.703], [-0.622, -1.456, 0.452], [-0.992, -3.796, -2.084], [-0.751, -2.052, -2.246], [-2.269, -2.692, -1.617], [0.913, -4.252, -0.630], [1.312, -3.197, 0.743], [1.433, -2.582, -0.912], [-1.406, -4.744, 0.278], [-2.463, -3.416, 0.767], [-0.993, -3.772, 1.709], [-0.096, -1.590, 1.399], [-4.070, -1.327, -4.106], [-4.949, -1.060, -1.811], [-4.989, -3.533, -1.922], [-7.071, 0.023, -1.497], [-3.400, -0.039, -0.136]], "multiplicity": 2, "e_homo_ev": [-1.405, -1.417], "gap_ev": [5.54, 5.17], "charge": -2, "de_lowest_kj_mol": 115.7}

No. 3
{"formula": "C25H55BClFI2NO13P2S", "method": "ωB97M-V/def2-TZVPD", "symbols": ["C", "C", "O", "C", "C", "O", "C", "C", "C", "C", "F", "C", "C", "I", "C", "C", "I", "O", "C", "C", "C", "C", "S", "O", "O", "O", "C", "Cl", "B", "O", "O", "C", "N", "P", "C", "O", "P", "O", "O", "H", "H", "H", "H", "H", "H", "H", "H", "H", "H", "H", "H", "H", "H", "H", "H", "H", "H", "H", "H", "H", "H", "H", "H", "H", "H", "H", "H", "H", "H", "H", "H", "H", "H", "H", "H", "H", "H", "H", "C", "C", "C", "O", "H", "H", "H", "H", "H", "H", "H", "H", "C", "C", "C", "O", "H", "H", "H", "H", "H", "H", "H", "H"], "positions_angstrom": [[-0.340, -3.202, 3.904], [-1.486, -2.141, 4.179], [-0.835, -0.920, 4.553], [-1.652, 0.219, 4.264], [-0.774, 1.438, 3.765], [-0.898, 1.741, 2.384], [0.156, 1.394, 1.493], [0.608, -0.078, 1.808], [1.583, -0.734, 0.763], [2.345, -1.959, 1.408], [3.694, -1.585, 1.565], [1.474, 2.269, 1.639], [1.375, 3.555, 2.552], [2.492, 3.209, 4.435], [2.003, 4.878, 1.951], [3.576, 4.813, 1.722], [1.753, 6.395, 3.551], [2.205, 2.438, 0.428], [1.449, 3.004, -0.634], [2.504, 3.260, -1.752], [2.017, 4.000, -3.044], [3.262, 4.350, -3.933], [4.091, 2.883, -4.664], [5.058, 2.321, -3.678], [4.758, 3.358, -5.900], [3.018, 1.671, -5.007], [0.253, 2.047, -0.975], [-0.901, 3.199, -1.994], [0.639, 0.949, -2.104], [1.851, 0.202, -2.125], [-0.196, 0.741, -3.240], [0.037, -0.542, -3.855], [-0.567, 1.570, 0.180], [-1.543, 0.071, -0.281], [-2.838, 0.448, -1.558], [-2.484, -0.422, 1.056], [-1.808, 2.918, 0.473], [-1.201, 4.352, 1.095], [-3.370, 2.509, 0.948], [0.598, -2.789, 4.350], [-0.544, -4.160, 4.433], [-0.192, -3.388, 2.813], [-2.066, -2.530, 5.045], [-2.083, -2.039, 3.245], [-2.505, -0.001, 3.585], [-2.107, 0.522, 5.245], [0.245, 1.281, 4.175], [-1.184, 2.312, 4.335], [-0.208, -0.800, 2.019], [1.211, -0.102, 2.754], [0.967, -1.178, -0.053], [2.376, -0.063, 0.374], [1.975, -2.214, 2.421], [2.300, -2.842, 0.735], [2.185, 1.633, 2.225], [0.360, 3.811, 2.913], [1.450, 5.330, 1.106], [4.095, 5.626, 2.261], [3.723, 5.029, 0.629], [3.998, 3.803, 1.887], [0.998, 4.002, -0.394], [3.245, 3.956, -1.275], [3.131, 2.369, -2.003], [1.255, 3.403, -3.593], [1.588, 4.983, -2.725], [2.942, 4.992, -4.787], [4.040, 4.914, -3.374], [3.505, 0.863, -4.769], [2.376, 0.514, -2.873], [0.086, -1.385, -3.135], [-0.850, -0.733, -4.512], [0.911, -0.511, -4.549], [-3.780, -0.097, -1.277], [-3.156, 1.516, -1.628], [-2.600, 0.066, -2.578], [-3.128, -1.043, 0.678], [-0.897, 4.972, 0.422], [-3.674, 3.120, 1.652], [2.295, -5.810, 2.129], [0.839, -6.003, 1.732], [0.612, -7.368, 1.102], [0.456, -4.979, 0.807], [2.947, -5.869, 1.253], [2.444, -4.823, 2.571], [2.611, -6.566, 2.849], [0.202, -5.896, 2.612], [1.208, -7.479, 0.191], [-0.434, -7.488, 0.813], [0.879, -8.171, 1.791], [1.012, -5.066, 0.026], [-6.773, -2.378, -2.803], [-5.300, -2.212, -3.142], [-4.878, -3.161, -4.252], [-4.508, -2.458, -1.975], [-6.978, -3.393, -2.450], [-7.060, -1.697, -1.998], [-7.403, -2.177, -3.671], [-5.108, -1.180, -3.448], [-5.019, -4.202, -3.948], [-3.816, -3.038, -4.479], [-5.452, -2.984, -5.163], [-4.669, -3.365, -1.695]], "e_homo_ev": -10.418, "gap_ev": 7.44, "charge": 1}

No. 4
{"formula": "C25H28BN8OS2W", "method": "ωB97M-V/def2-TZVPD", "symbols": ["W", "C", "N", "C", "C", "N", "C", "C", "C", "C", "C", "C", "C", "S", "C", "C", "C", "C", "C", "C", "S", "H", "H", "H", "H", "H", "H", "H", "H", "H", "H", "H", "H", "H", "H", "H", "H", "H", "H", "C", "C", "N", "N", "C", "B", "N", "C", "C", "C", "N", "N", "C", "C", "C", "N", "H", "H", "H", "H", "H", "H", "H", "H", "H", "H", "O"], "positions_angstrom": [[0.018, -0.788, -0.176], [-2.300, 0.466, 1.121], [-1.891, 0.568, -0.486], [-1.277, 2.089, -0.311], [0.361, 2.237, -0.576], [0.771, 1.190, -1.619], [0.124, 1.429, -2.925], [2.259, 1.301, -1.778], [2.814, 2.587, -1.887], [4.177, 2.733, -2.103], [4.998, 1.613, -2.035], [4.410, 0.356, -1.884], [3.025, 0.171, -2.000], [0.969, -2.243, -2.121], [-3.204, 0.406, -1.095], [-4.379, 1.016, -0.708], [-5.534, 0.717, -1.433], [-5.492, -0.261, -2.415], [-4.327, -0.961, -2.695], [-3.118, -0.563, -2.108], [-1.499, -1.159, -2.425], [-3.112, 1.139, 1.411], [-1.661, 0.607, 1.952], [-2.641, -0.494, 1.526], [-1.424, 2.547, 0.634], [-1.810, 2.714, -1.030], [0.960, 2.124, 0.596], [0.615, 3.279, -0.809], [0.466, 2.402, -3.295], [-0.955, 1.457, -2.806], [0.442, 0.623, -3.580], [2.181, 3.469, -1.938], [4.593, 3.710, -2.321], [6.060, 1.704, -2.253], [5.061, -0.520, -1.922], [-4.412, 1.755, 0.079], [-6.440, 1.284, -1.261], [-6.364, -0.419, -3.041], [-4.282, -1.675, -3.510], [3.842, -2.811, 0.382], [2.824, -2.350, -0.451], [1.776, -1.936, 0.234], [2.097, -2.096, 1.536], [3.326, -2.627, 1.654], [1.122, -1.732, 2.665], [0.858, -0.193, 2.751], [1.156, 0.590, 3.816], [0.713, 1.873, 3.611], [0.110, 1.942, 2.384], [0.199, 0.480, 1.738], [-0.235, -2.456, 2.297], [-0.932, -3.360, 2.990], [-2.056, -3.710, 2.255], [-1.975, -2.947, 1.093], [-0.877, -2.195, 1.123], [4.797, -3.213, 0.098], [2.851, -2.310, -1.530], [3.770, -2.845, 2.612], [1.566, -2.078, 3.723], [1.650, 0.185, 4.682], [0.808, 2.691, 4.307], [-0.351, 2.808, 1.965], [-0.612, -3.717, 3.954], [-2.823, -4.415, 2.524], [-2.652, -2.916, 0.254], [0.867, 0.724, 0.557]], "multiplicity": 3, "e_homo_ev": [-2.937, -2.546], "gap_ev": [5.47, 5.05], "charge": -1, "de_lowest_kj_mol": 1540.9}